The following is a quantum chemistry calculation of a structure of composition C2H2Cl2F2O4S2 in a non-equilibrium geometry, from OMol25.

```
14
Properties=species:S:1:pos:R:3:forces:R:3:mulliken_charge:R:1
C 1.976822 -0.072979 0.387877 -0.20 -2.73 -1.21 0.19
C -2.965954 -0.547106 0.591340 0.84 0.04 0.83 0.12
O 0.123473 -1.919178 1.228774 0.66 0.80 -0.41 -0.59
O -0.186603 -0.761667 -0.961152 0.48 -0.20 1.48 -0.63
O -4.490882 1.396281 1.529211 -0.25 0.65 0.41 -0.33
O -0.550059 0.415128 1.108574 -0.35 0.09 0.82 -0.65
F 1.986187 1.120620 -0.150690 0.03 1.50 -0.34 -0.20
F 2.276418 -0.004994 1.685382 1.26 0.13 0.41 -0.21
S 0.208985 -0.687272 0.463957 -0.03 -1.16 -2.87 1.12
S -4.631660 0.193852 0.782254 1.01 -1.02 -0.11 0.53
Cl -2.764848 -2.220028 0.392492 -0.88 -0.82 0.01 -0.04
Cl -3.356633 0.245558 -1.034736 0.22 0.43 -0.55 0.03
H 2.694732 -0.751183 -0.319328 -1.71 1.12 2.21 0.22
H -1.792255 -0.157057 1.109667 -1.09 1.17 -0.67 0.44
```
Positions in Å, forces in eV/Å.

As for the energy above the lowest of the compared OMol25 structures with the same formula, charge and spin: 179.3 kJ/mol. Its HOMO energy is -9.821 eV. The spin multiplicity is 1. The calculation puts the HOMO-LUMO gap at 6.882 eV.